Molecular formula: C3H9NO2
Method: DFT, ωB97M-V/def2-TZVPD

XYZ file:
```
15
Properties=species:S:1:pos:R:3:forces:R:3
C 0.414 -0.871 -1.373 -0.99 1.21 -1.51
C -0.597 0.098 -0.910 -0.74 -2.23 1.11
N -0.125 2.497 0.733 -1.35 -0.46 -0.02
H -0.052 -1.860 -1.439 0.22 0.01 0.45
H 0.662 -0.549 -2.394 0.62 -0.29 0.31
H 1.252 -0.867 -0.681 0.45 -0.30 -0.04
H -0.924 0.969 -1.457 1.02 0.74 0.29
H -1.371 -0.287 -0.276 -0.48 -0.16 -0.32
H 0.694 1.970 0.450 -0.02 0.06 -0.12
H -0.675 1.826 1.277 0.75 0.13 0.69
H -0.793 2.537 -0.036 0.66 0.73 -0.49
O -0.227 -0.299 1.228 -0.21 0.60 -0.23
C 0.404 -1.378 1.536 0.07 -0.33 0.01
O 1.591 -1.621 1.374 -0.05 0.25 -0.31
H -0.253 -2.162 1.968 0.05 0.06 0.17
```
Forces are in eV/Å.

- E_HOMO: -9.55 eV
- LUMO level: -0.0789 hartree

Molecular formula: C5H7NO
Method: DFT, ωB97M-V/def2-TZVPD

XYZ file:
```
14
Properties=species:S:1:pos:R:3:forces:R:3
C 0.757 -1.432 -0.777 0.25 0.54 -0.12
C 0.244 -0.914 0.541 -0.54 -1.13 1.61
O 0.696 -1.305 1.612 -0.48 0.78 -1.58
C -1.012 -0.011 0.511 0.42 -1.05 0.81
C -0.681 1.386 0.045 1.26 0.75 -0.33
C 0.809 1.698 0.141 -0.49 0.80 -0.17
N 1.901 2.079 0.165 -1.09 -0.66 0.01
H 0.485 -2.486 -0.872 0.08 0.08 0.07
H 1.843 -1.317 -0.806 -0.12 -0.20 -0.01
H 0.324 -0.876 -1.611 0.04 -0.09 -0.03
H -1.404 0.013 1.534 0.14 -0.07 -0.21
H -1.768 -0.478 -0.130 0.12 0.11 0.02
H -0.975 1.521 -1.001 0.19 0.17 0.15
H -1.220 2.122 0.650 0.22 -0.02 -0.23
```
Forces are in eV/Å.

- E_HOMO: -9.97 eV
- SMILES: CC(=O)CCC#N
- LUMO level: 0.0174 hartree

Molecular formula: C7H16NO2
Method: DFT, ωB97M-V/def2-TZVPD

XYZ file:
```
26
Properties=species:S:1:pos:R:3:forces:R:3
C -0.960 1.152 1.546 1.87 0.11 0.70
C -0.530 0.311 0.642 2.17 -0.54 -0.27
C 1.017 0.052 0.355 0.26 1.16 1.10
O 1.254 -1.196 -0.258 -0.18 0.71 0.14
C 1.327 -2.177 0.807 -4.08 2.47 -0.01
O 1.347 1.233 -0.459 0.13 -2.85 1.75
C 2.746 1.581 -0.589 -2.15 0.97 -2.62
N -1.390 -0.252 -0.401 0.67 0.20 0.51
C -2.584 -0.906 0.106 -1.56 3.57 3.85
C -1.661 0.787 -1.415 -4.77 -1.88 -1.63
H -1.902 1.572 1.631 -1.98 0.29 0.04
H -0.252 1.577 2.267 -0.06 -0.30 -0.42
H 1.600 -0.079 1.378 -1.06 1.43 -1.79
H 2.107 -1.982 1.457 1.79 0.18 1.13
H 1.322 -3.087 0.347 0.34 -2.49 -1.00
H 0.329 -2.061 1.399 1.59 -0.51 -0.61
H 3.162 1.229 -1.519 0.00 -0.46 -0.30
H 3.386 1.378 0.170 1.40 -1.20 2.74
H 2.689 2.643 -0.662 0.19 0.89 -0.13
H -0.901 -1.024 -0.813 1.33 -0.28 -0.67
H -3.168 0.011 0.628 0.82 -2.48 -1.21
H -3.118 -1.263 -0.698 -1.35 -0.99 -1.60
H -2.381 -1.633 0.903 0.21 0.11 -0.55
H -2.663 1.292 -1.181 1.45 -0.76 -0.11
H -0.944 1.484 -1.460 2.86 2.28 0.05
H -1.779 0.301 -2.418 0.10 0.37 0.89
```
Forces are in eV/Å.

- E_HOMO: -14.00 eV
- SMILES: C=C(C(OC)OC)[NH+](C)C
- LUMO level: -0.0994 hartree
- Total charge: +1

Molecular formula: C4H8O2
Method: DFT, ωB97M-V/def2-TZVPD

XYZ file:
```
14
Properties=species:S:1:pos:R:3:forces:R:3
O 2.004 1.038 -0.346 -0.25 -0.39 -0.26
C 1.090 0.296 -0.618 0.25 0.20 0.03
C -0.058 0.070 0.317 0.08 0.15 0.04
C -1.178 -0.921 -0.029 0.10 -0.29 0.05
O -1.935 0.094 -0.704 -0.27 0.00 -0.05
C -1.069 1.116 -0.209 -0.06 0.46 0.07
H 2.569 -0.747 1.006 0.07 -0.22 0.15
H 0.966 -0.123 -1.639 0.10 -0.04 0.05
H 0.250 0.129 1.363 -0.04 0.14 -0.24
H 2.232 -1.399 1.114 0.14 -0.10 0.13
H -1.713 -1.270 0.864 0.15 0.00 -0.12
H -0.962 -1.783 -0.672 0.07 0.20 0.03
H -0.698 1.754 -1.022 -0.15 -0.02 0.19
H -1.496 1.745 0.576 -0.21 -0.08 -0.07
```
Forces are in eV/Å.

- E_HOMO: -9.83 eV
- LUMO level: 0.0337 hartree

Which value of LUMO level does entry 3 give? -0.0994 hartree